Entry 1:
The following is a quantum chemistry calculation of a 10-piece molecular cluster, C56H58F6O20 overall at a distorted geometry, from the OMol25 dataset.

Geometry as XYZ:
```
140
Properties=species:S:1:pos:R:3:forces:R:3
C 1.676 5.595 2.577 1.361 -0.792 0.905
C 2.415 5.984 1.342 -1.263 -1.367 -0.591
O 3.137 4.803 0.853 0.444 1.448 -0.002
C 4.450 5.020 0.806 0.079 -0.844 0.736
O 5.077 5.889 1.330 -0.013 0.264 -0.143
C 5.120 3.880 0.041 1.560 0.451 -1.514
F 4.342 3.487 -0.952 -0.374 -0.339 -0.424
F 6.280 4.355 -0.546 -1.071 -0.478 0.873
F 5.430 2.823 0.774 0.007 0.112 0.390
H 2.432 5.385 3.375 -0.820 0.519 -0.267
H 1.121 4.675 2.485 -0.220 -0.366 -0.377
H 0.999 6.389 2.791 -0.430 0.652 0.758
H 3.077 6.794 1.558 0.484 0.402 -0.241
H 1.699 6.208 0.545 0.336 0.195 -0.007
C -2.366 -0.456 0.212 0.190 1.606 -0.540
C -1.602 0.134 -0.973 -0.196 -1.164 0.338
O -0.184 -0.104 -0.921 1.198 1.131 1.654
C 0.484 0.668 -0.025 0.242 -0.742 -1.472
O 0.007 1.421 0.771 0.024 -0.086 0.067
C 2.031 0.569 -0.326 -0.812 -0.138 -0.789
F 2.744 1.252 0.540 0.047 0.206 0.056
F 2.460 -0.703 -0.323 -0.330 0.613 -0.225
F 2.195 1.106 -1.574 0.160 -0.517 1.011
H -2.295 -1.533 0.309 0.202 -0.070 0.018
H -3.392 -0.167 -0.011 -0.252 -0.313 0.195
H -2.084 0.133 1.108 -0.196 -0.776 -0.288
H -1.802 1.193 -0.992 0.136 0.466 -0.169
H -1.843 -0.327 -1.924 -0.428 -0.003 -0.002
O -1.954 3.909 2.886 -0.314 -0.434 1.331
C -2.092 4.102 1.572 -1.104 -0.677 -1.682
C -1.378 5.047 0.862 0.395 -0.310 0.813
C -1.522 5.235 -0.481 -1.061 -0.772 -1.112
C -2.434 4.420 -1.153 0.435 0.562 -1.084
O -2.651 4.519 -2.543 0.250 0.556 0.719
C -3.218 3.514 -0.502 -0.816 -0.285 0.400
C -3.075 3.367 0.870 -0.015 -0.528 0.448
H -1.081 4.074 3.261 0.041 0.131 -0.471
H -0.657 5.579 1.429 0.519 0.783 0.235
H -1.054 6.025 -1.021 0.556 0.312 -0.237
H -3.603 4.643 -2.563 -0.147 0.058 -0.689
H -4.021 3.011 -1.102 0.846 0.160 0.877
H -3.720 2.622 1.341 0.355 0.336 0.313
O 2.277 -4.602 -3.023 -0.055 0.170 -0.190
C 2.087 -3.350 -3.607 -1.099 -0.130 -0.113
C 1.114 -2.504 -3.078 0.948 0.839 -0.497
C 0.997 -1.206 -3.599 -0.621 0.520 0.623
C 1.664 -0.805 -4.763 -0.307 0.574 0.207
O 1.614 0.455 -5.368 -0.390 -0.734 0.534
C 2.519 -1.711 -5.349 0.962 -1.104 -0.108
C 2.776 -2.971 -4.761 0.114 -0.130 0.258
H 1.462 -4.868 -2.544 0.413 0.239 -0.281
H 0.540 -2.817 -2.212 0.099 0.208 0.078
H 0.449 -0.482 -2.972 0.059 -0.395 -0.863
H 0.805 0.973 -5.173 0.504 -0.504 0.272
H 3.040 -1.382 -6.248 -0.033 -0.270 0.213
H 3.514 -3.707 -5.123 -0.414 0.716 -0.169
O -5.145 -1.395 -4.495 -0.918 -0.792 -0.004
C -4.013 -0.648 -4.545 -0.391 0.102 -0.746
C -3.909 0.424 -3.720 -2.032 1.567 2.748
C -2.859 1.326 -3.744 0.474 -0.750 -0.561
C -1.826 1.041 -4.632 -0.170 -0.185 -0.295
O -0.722 1.896 -4.705 -0.990 -0.083 -0.167
C -1.901 -0.097 -5.441 0.429 -0.197 -0.304
C -3.016 -0.942 -5.422 1.472 -0.497 -0.365
H -5.268 -1.871 -5.335 0.116 0.181 0.520
H -4.746 0.556 -2.947 1.206 -0.048 -1.286
H -2.780 2.188 -3.094 -0.180 -0.076 0.020
H -1.120 2.783 -4.721 0.641 -0.107 0.118
H -1.064 -0.361 -6.086 -0.112 0.228 0.111
H -3.045 -1.926 -5.941 0.171 1.026 0.009
O 4.863 -4.493 -1.831 0.191 -0.217 0.198
C 5.218 -3.678 -0.800 -0.534 0.755 -0.043
C 6.571 -3.517 -0.578 0.820 1.317 1.856
C 7.032 -2.675 0.473 0.111 -1.067 -0.868
C 6.167 -2.005 1.300 -0.347 0.629 0.167
O 6.532 -1.245 2.382 1.183 0.287 0.236
C 4.820 -2.059 1.021 -2.020 -1.197 -0.562
C 4.327 -2.912 -0.011 0.750 0.441 0.779
H 3.914 -4.528 -2.009 -0.339 0.208 -0.021
H 7.360 -3.995 -1.119 -0.138 -0.459 -0.603
H 8.100 -2.607 0.656 0.004 -0.013 -0.073
H 7.509 -1.127 2.446 -1.115 -0.300 -0.279
H 4.038 -1.559 1.645 1.072 -0.260 -0.509
H 3.241 -2.944 -0.117 0.499 -0.115 -0.381
O -3.416 -1.667 2.920 0.371 0.169 -0.046
C -4.367 -0.727 2.608 -0.443 0.236 -0.075
C -4.470 0.488 3.271 -0.669 1.021 -0.234
C -5.452 1.465 2.874 0.678 -1.060 0.735
C -6.374 1.165 1.883 1.021 -0.020 0.437
O -7.265 2.141 1.484 -0.027 -1.370 -0.861
C -6.270 -0.097 1.275 -0.695 1.408 -0.436
C -5.278 -0.990 1.600 -0.847 -0.154 -0.442
H -3.211 -2.161 2.107 -0.190 0.090 0.488
H -3.783 0.725 4.075 0.063 0.009 -0.057
H -5.537 2.453 3.359 0.409 -0.639 -0.074
H -7.384 2.737 2.210 -0.107 0.599 0.584
H -6.955 -0.307 0.471 -0.142 -0.237 -0.140
H -5.309 -1.897 1.002 0.458 -0.123 0.297
O 1.770 -4.728 0.202 -0.811 0.466 1.137
C 1.393 -4.012 1.360 -1.124 -0.484 -1.568
C 0.305 -3.173 1.218 0.491 0.837 -1.297
C -0.055 -2.333 2.241 -0.744 -0.016 -0.245
C 0.554 -2.383 3.486 -0.720 0.038 1.543
O 0.038 -1.655 4.566 0.717 -0.507 -0.987
C 1.568 -3.319 3.684 0.308 -0.577 -0.203
C 1.947 -4.146 2.586 1.367 0.417 1.756
H 2.638 -5.071 0.383 0.788 -0.435 -0.081
H -0.113 -3.031 0.211 -0.076 -0.206 0.521
H -0.921 -1.715 2.064 0.019 0.347 0.288
H -0.571 -0.952 4.261 0.422 -0.353 -0.082
H 2.059 -3.480 4.672 -0.550 0.350 -0.940
H 2.800 -4.816 2.701 -0.213 0.028 0.173
O -0.589 1.020 3.531 -1.651 0.001 0.884
C 0.584 1.548 3.948 1.481 0.097 0.001
C 1.744 1.018 3.448 2.013 -1.106 -0.044
C 3.010 1.433 3.936 -1.362 0.807 1.189
C 3.068 2.411 4.976 -1.359 -0.406 -0.059
O 4.281 2.759 5.473 0.939 0.706 0.297
C 1.870 2.902 5.560 0.931 -1.370 -2.321
C 0.689 2.479 4.969 -1.870 0.801 0.344
H -0.653 0.935 2.580 0.359 0.275 -0.511
H 1.647 0.124 2.779 0.367 1.045 0.496
H 3.926 0.925 3.700 0.239 -0.026 -0.484
H 4.307 3.640 5.913 -0.453 -1.072 -0.513
H 1.863 3.559 6.390 0.078 0.591 0.577
H -0.258 2.921 5.303 0.257 -0.295 0.223
O -4.824 -2.228 -1.633 1.804 -0.989 1.374
C -3.661 -3.030 -1.703 -0.778 -0.006 0.186
C -2.827 -3.139 -2.810 -0.851 -0.059 0.408
C -1.789 -4.058 -2.814 0.816 -0.070 -0.672
C -1.506 -4.866 -1.735 0.446 -0.284 1.193
O -0.367 -5.682 -1.784 -0.051 0.197 0.564
C -2.341 -4.771 -0.617 1.070 0.134 0.630
C -3.351 -3.823 -0.601 -1.298 -0.674 0.732
H -5.171 -2.031 -2.488 -0.144 0.148 -1.347
H -3.084 -2.539 -3.658 0.396 -0.040 -0.321
H -1.094 -4.135 -3.649 -0.326 0.165 -0.062
H 0.055 -5.869 -0.901 -0.957 0.585 -0.980
H -2.119 -5.307 0.330 -0.217 0.143 -0.919
H -4.034 -3.900 0.265 0.331 0.529 -0.523
```
Positions in Å, forces in eV/Å.

E_HOMO: -0.2848 hartree
Orbital gap: 7.9 eV
F_max: 3.8 eV/A
E_LUMO: 0.0062 Ha
Structure (SMILES): CCOC(=O)C(F)(F)F.CCOC(=O)C(F)(F)F.Oc1ccc(O)cc1.Oc1ccc(O)cc1.Oc1ccc(O)cc1.Oc1ccc(O)cc1.Oc1ccc(O)cc1.Oc1ccc(O)cc1.Oc1ccc(O)cc1.Oc1ccc(O)cc1

***

Entry 2:
The following is a quantum chemistry calculation of C12H10N2O2 as an isolated structure at a distorted geometry, from the OMol25 dataset.

Geometry as XYZ:
```
26
Properties=species:S:1:pos:R:3:forces:R:3
O -2.515 0.900 -1.177 0.033 1.381 -0.064
C -1.684 1.683 -0.687 -3.157 -5.267 -2.181
N -0.603 1.152 -0.188 9.335 -1.030 5.388
N -0.169 -0.192 -0.153 2.858 -0.995 0.295
C 1.088 -0.559 0.352 -5.907 -0.460 -0.244
C 1.309 -2.099 0.472 -1.303 0.389 -0.922
C 2.482 -2.560 1.195 -5.990 -0.982 -5.621
C 2.824 -3.860 0.849 1.203 -2.592 2.046
C 1.990 -4.817 0.261 0.500 4.718 1.414
C 0.784 -4.297 -0.238 3.572 -4.262 1.218
C 0.276 -3.157 -0.314 6.341 8.537 5.365
H -0.478 -2.791 -0.822 -3.707 1.606 -2.206
H 0.299 -4.962 -0.736 -3.416 -4.636 -2.952
H 2.117 -5.840 0.325 0.741 -1.764 -0.296
H 3.768 -4.159 1.329 -0.253 -0.397 -0.493
H 3.071 -1.858 1.589 2.447 2.268 1.758
H 1.670 0.102 1.022 0.030 -0.012 -0.734
H 0.178 1.673 0.459 -3.113 -0.517 -2.430
C -1.844 3.056 -0.633 4.262 -4.858 2.567
C -2.826 3.774 -0.864 -4.668 5.982 -4.230
C -2.308 5.107 -0.604 -4.105 1.153 -0.066
C -1.284 4.829 0.216 1.101 9.149 0.507
O -0.908 3.654 0.128 2.297 -4.257 0.608
H -0.638 5.609 0.723 -0.679 -1.426 -0.480
H -2.929 6.002 -0.989 1.661 -1.251 1.443
H -3.670 3.609 -1.513 -0.085 -0.478 0.308
```
Positions in Å, forces in eV/Å.

E_HOMO: -0.2980 hartree
Orbital gap: 7.7 eV
F_max: 11.9 eV/A
E_LUMO: -0.0165 Ha
Energy above the lowest of the compared OMol25 structures with the same formula, charge and spin: 6.519 eV

***

Entry 3:
The following is a quantum chemistry calculation of a 2-piece molecular cluster, Br2H3N2P overall at a distorted geometry, from the OMol25 dataset.

Geometry as XYZ:
```
8
Properties=species:S:1:pos:R:3:forces:R:3
H -1.130 1.144 0.548 -2.521 -0.274 -0.965
N -2.158 0.760 0.288 1.600 0.803 2.906
N -2.112 0.306 -0.821 0.350 -2.083 -2.597
H -2.963 -0.304 -1.076 0.542 1.554 0.690
Br 3.880 -1.119 0.049 -0.279 -0.166 0.039
P 1.673 -0.881 -0.239 0.903 1.168 -2.334
Br 1.495 1.309 0.267 -0.070 -0.168 -0.157
H 1.315 -1.215 0.983 -0.524 -0.833 2.418
```
Positions in Å, forces in eV/Å.

E_HOMO: -0.3302 hartree
Orbital gap: 8.8 eV
F_max: 3.4 eV/A
E_LUMO: -0.0073 Ha
Structure (SMILES): [H]/N=N/[H].BrPBr
Energy above the lowest of the compared OMol25 structures with the same formula, charge and spin: 1.441 eV

***

Entry 4:
The following is a quantum chemistry calculation of the molecule C4H9O2P at a distorted geometry, from the OMol25 dataset.

Geometry as XYZ:
```
16
Properties=species:S:1:pos:R:3:forces:R:3
O 0.869 -1.636 -0.407 0.427 -1.675 -1.483
C 0.494 -0.330 -0.262 -1.761 1.265 3.264
P 1.952 0.903 0.150 -1.896 -0.084 0.145
C -0.548 -0.294 1.044 1.624 3.864 -1.595
C -1.616 0.608 0.487 -1.488 1.056 3.539
O -1.832 0.338 -0.820 -0.061 -1.372 -1.782
C -0.543 0.106 -1.376 1.526 0.667 -0.590
H 1.533 -1.957 0.208 0.005 0.473 0.196
H 2.695 0.463 -0.885 1.027 -0.238 -1.436
H 2.664 0.051 1.009 -0.167 -0.299 0.365
H -0.249 0.306 1.942 0.469 -1.398 -0.373
H -0.860 -1.267 1.134 -0.663 -2.282 0.820
H -2.560 0.596 1.174 1.163 -0.291 -1.664
H -1.254 1.635 0.608 0.116 0.337 -0.081
H -0.176 1.070 -1.770 -0.141 -0.140 -0.051
H -0.571 -0.592 -2.235 -0.179 0.118 0.726
```
Positions in Å, forces in eV/Å.

E_HOMO: -0.3453 hartree
Orbital gap: 10.2 eV
F_max: 4.5 eV/A
E_LUMO: 0.0294 Ha
Structure (SMILES): O[C@]1(P)CCOC1
Energy above the lowest of the compared OMol25 structures with the same formula, charge and spin: 3.589 eV

***

Entry 5:
The following is a quantum chemistry calculation of C29H33IrN3O2S3 as an isolated structure, from the OMol25 dataset.

Geometry as XYZ:
```
71
Properties=species:S:1:pos:R:3:forces:R:3
Ir -0.941 -0.815 -0.436 0.169 0.013 -0.308
C 0.330 -0.327 -2.925 -0.056 0.182 0.076
C 1.746 -0.616 -2.529 0.009 0.017 0.002
C 2.733 -0.576 -3.474 0.041 -0.011 -0.026
C 4.076 -0.766 -3.113 -0.044 -0.002 0.014
C 4.434 -0.926 -1.777 0.030 0.029 -0.019
C 3.490 -0.976 -0.777 -0.028 -0.019 0.052
C 3.942 -0.952 0.654 0.050 0.019 -0.045
C 2.098 -0.936 -1.168 0.094 0.013 -0.069
N 1.101 -1.158 -0.304 -0.205 0.090 0.064
C 1.254 -1.974 0.870 0.169 -0.049 0.242
O 1.975 -2.919 0.956 -0.053 -0.010 -0.039
C 0.389 -1.418 1.969 -0.046 0.060 0.135
C 0.692 -1.355 3.311 0.001 -0.068 -0.028
C -0.001 -0.425 4.096 0.017 -0.040 0.029
C -0.852 0.497 3.505 -0.036 0.038 -0.044
C -1.105 0.387 2.144 -0.016 -0.199 0.137
N -0.596 -0.649 1.485 0.009 -0.214 -0.054
C -1.519 1.510 1.208 0.204 0.231 0.194
O -1.945 2.558 1.627 -0.081 -0.006 -0.077
N -1.058 1.208 -0.032 -0.201 -0.185 -0.169
C -0.824 2.220 -1.008 0.021 0.171 0.023
C 0.484 2.717 -1.127 -0.059 -0.123 0.000
C 1.545 2.383 -0.114 -0.003 0.008 -0.022
C 0.766 3.595 -2.165 -0.025 0.058 -0.067
C -0.231 4.000 -3.042 -0.026 0.001 0.031
C -1.537 3.576 -2.851 0.103 0.076 -0.040
C -1.858 2.704 -1.818 0.033 -0.053 0.055
C -3.293 2.405 -1.510 -0.031 0.016 -0.038
H 0.186 -0.461 -3.997 -0.038 -0.009 0.015
H 0.039 0.695 -2.665 0.047 -0.064 -0.046
H -0.377 -1.055 -2.462 -0.168 -0.070 -0.022
H 2.480 -0.388 -4.509 0.010 -0.001 0.002
H 4.843 -0.739 -3.875 -0.005 0.010 0.003
H 5.482 -0.972 -1.509 -0.012 0.005 -0.010
H 4.861 -0.372 0.723 0.002 -0.001 -0.007
H 4.146 -1.954 1.031 -0.014 0.014 -0.013
H 3.207 -0.482 1.309 0.019 0.012 0.007
H 1.479 -1.974 3.721 0.002 0.011 -0.021
H 0.208 -0.363 5.156 0.002 -0.001 -0.016
H -1.267 1.334 4.049 -0.012 -0.003 -0.020
H 1.422 1.380 0.289 0.037 -0.078 0.027
H 1.482 3.075 0.731 -0.003 0.005 -0.025
H 2.543 2.478 -0.542 -0.003 -0.005 0.006
H 1.772 3.983 -2.269 -0.016 0.001 -0.019
H 0.003 4.687 -3.845 -0.002 -0.025 0.004
H -2.328 3.948 -3.490 0.023 0.010 -0.001
H -3.922 2.480 -2.397 0.009 0.000 0.011
H -3.661 3.115 -0.766 0.000 0.005 -0.039
H -3.410 1.421 -1.068 -0.031 -0.171 0.044
C -4.166 -1.221 -2.697 -0.053 0.077 -0.064
C -4.564 -1.035 -1.242 0.116 -0.052 0.079
S -3.273 -0.940 0.057 0.063 0.118 -0.076
C -3.280 -2.595 0.798 -0.017 0.037 -0.012
C -2.723 -3.686 -0.088 -0.002 0.002 -0.014
S -1.095 -3.227 -0.774 -0.043 0.167 0.105
C -1.231 -3.752 -2.516 0.020 -0.061 0.029
C -2.064 -2.954 -3.508 -0.068 0.033 0.051
S -3.857 -2.919 -3.247 0.034 -0.056 -0.009
H -3.339 -0.566 -2.984 0.016 -0.039 0.042
H -5.025 -0.893 -3.285 0.023 0.030 -0.004
H -5.227 -1.833 -0.906 -0.021 0.016 -0.019
H -5.100 -0.095 -1.128 -0.019 0.048 0.006
H -4.309 -2.815 1.085 0.007 -0.019 0.010
H -2.704 -2.483 1.718 -0.001 0.010 0.006
H -3.385 -3.885 -0.927 -0.008 -0.014 0.000
H -2.574 -4.602 0.483 -0.015 0.001 0.009
H -1.598 -4.777 -2.439 0.015 -0.008 -0.031
H -0.197 -3.822 -2.859 0.017 0.048 0.024
H -1.898 -3.412 -4.485 -0.037 -0.032 -0.003
H -1.741 -1.921 -3.600 0.086 0.007 -0.020
```
Positions in Å, forces in eV/Å.

E_HOMO (spin up / spin down): -0.5086 / -0.5086 hartree
2S+1: 2
Orbital gap (spin up / spin down): 7.0 / 5.3 eV
F_max: 0.4 eV/A
E_LUMO (spin up / spin down): -0.2511 / -0.3132 Ha
Charge: +2
Energy above the lowest of the compared OMol25 structures with the same formula, charge and spin: 0.240 eV